{"formula": "C31H47Cl2IN5O3P2RbS2", "method": "ωB97M-V with the def2-TZVPD basis set", "symbols": ["Rb", "Cl", "C", "Cl", "H", "H", "S", "C", "C", "C", "C", "N", "C", "C", "C", "S", "C", "N", "H", "H", "C", "C", "N", "H", "H", "H", "I", "C", "C", "C", "C", "N", "C", "H", "H", "H", "H", "C", "O", "P", "O", "C", "O", "C", "H", "H", "H", "H", "H", "H", "H", "H", "H", "C", "C", "C", "C", "P", "N", "C", "C", "C", "C", "C", "C", "C", "C", "H", "H", "H", "H", "H", "H", "H", "H", "H", "H", "H", "H", "H", "H", "H", "H", "H", "H", "H", "H", "H", "H", "H", "H", "H", "H", "H"], "positions_angstrom": [[-0.31, -0.38, 0.14], [-0.79, 4.52, -2.85], [-1.03, 3.96, -1.18], [-1.33, 2.23, -1.06], [-1.89, 4.48, -0.79], [-0.12, 4.18, -0.63], [1.51, -2.84, -1.50], [0.74, -4.32, -1.03], [1.55, -5.44, -0.77], [1.05, -6.68, -0.39], [1.94, -7.77, -0.13], [2.68, -8.64, 0.07], [-0.34, -6.84, -0.27], [-1.16, -5.75, -0.53], [-0.68, -4.49, -0.90], [-1.86, -3.23, -1.19], [-0.92, -8.10, 0.11], [-1.40, -9.10, 0.41], [2.62, -5.32, -0.88], [-2.23, -5.87, -0.44], [2.58, -3.58, 1.86], [2.52, -2.13, 1.76], [2.36, -1.03, 1.50], [2.50, -3.98, 0.85], [1.74, -3.94, 2.46], [3.52, -3.91, 2.32], [0.34, -3.57, -5.35], [0.47, -1.59, -4.77], [1.35, -0.70, -5.37], [1.43, 0.58, -4.85], [0.64, 0.92, -3.75], [-0.21, 0.06, -3.20], [-0.30, -1.17, -3.70], [1.96, -1.01, -6.20], [2.11, 1.32, -5.26], [0.71, 1.90, -3.30], [-0.94, -1.87, -3.15], [3.71, 0.36, -1.39], [3.64, 1.44, -0.44], [2.12, 1.91, -0.13], [1.95, 3.15, -1.21], [2.93, 4.17, -1.33], [2.40, 2.79, 1.20], [1.98, 2.19, 2.46], [4.76, 0.08, -1.46], [3.36, 0.68, -2.37], [3.12, -0.50, -1.06], [2.93, 4.50, -2.37], [3.92, 3.80, -1.06], [2.67, 5.01, -0.68], [1.81, 3.03, 3.14], [2.79, 1.57, 2.84], [1.07, 1.60, 2.38], [-0.24, -1.95, 4.23], [-1.74, -1.61, 4.22], [-2.35, -2.04, 5.56], [-2.36, -2.48, 3.12], [-1.90, 0.23, 3.72], [-0.92, 0.63, 2.60], [-3.72, 0.52, 3.22], [-4.82, -0.13, 4.07], [-3.87, 0.06, 1.76], [-3.97, 2.03, 3.19], [-1.60, 1.26, 5.31], [-2.67, 1.28, 6.41], [-0.28, 0.78, 5.94], [-1.34, 2.71, 4.87], [-0.13, -3.02, 4.06], [0.24, -1.72, 5.17], [0.27, -1.40, 3.44], [-2.21, -3.13, 5.67], [-3.42, -1.85, 5.63], [-1.87, -1.57, 6.41], [-2.08, -3.52, 3.31], [-2.01, -2.24, 2.12], [-3.45, -2.44, 3.11], [-4.82, -1.21, 3.98], [-5.80, 0.22, 3.72], [-4.74, 0.12, 5.13], [-3.87, -1.01, 1.62], [-3.04, 0.48, 1.18], [-4.81, 0.45, 1.36], [-4.08, 2.46, 4.18], [-4.91, 2.22, 2.65], [-3.17, 2.55, 2.67], [-2.93, 0.28, 6.78], [-3.59, 1.76, 6.08], [-2.30, 1.85, 7.27], [-0.38, -0.17, 6.45], [0.04, 1.52, 6.68], [0.50, 0.69, 5.18], [-2.26, 3.26, 4.68], [-0.74, 2.71, 3.96], [-0.80, 3.23, 5.67]], "energy_ha": -4430.2882, "relative_energy_kcal_mol": 20.0, "charge": -2}

{"formula": "C31H47N4Tl", "method": "ωB97M-V with the def2-TZVPD basis set", "symbols": ["Tl", "C", "C", "N", "C", "C", "N", "C", "C", "N", "H", "H", "H", "H", "H", "H", "H", "H", "H", "H", "H", "H", "H", "H", "H", "C", "C", "C", "C", "C", "C", "C", "H", "H", "H", "H", "H", "H", "H", "H", "C", "C", "C", "C", "C", "C", "C", "C", "N", "C", "C", "C", "C", "C", "C", "C", "C", "C", "C", "H", "H", "H", "H", "H", "H", "H", "H", "H", "H", "H", "H", "H", "H", "H", "H", "H", "H", "H", "H", "H", "H", "H", "H"], "positions_angstrom": [[0.11, 0.80, 0.00], [3.00, 1.72, 1.89], [1.89, 1.26, 2.83], [0.57, 1.79, 2.47], [0.45, 3.26, 2.54], [-0.15, 3.86, 1.28], [0.52, 3.39, 0.05], [1.93, 3.80, -0.07], [2.86, 2.65, -0.41], [2.69, 1.48, 0.47], [3.92, 1.20, 2.18], [3.21, 2.78, 2.04], [2.18, 1.52, 3.85], [1.82, 0.16, 2.79], [-0.12, 1.38, 3.09], [1.43, 3.69, 2.73], [-0.17, 3.56, 3.39], [-0.13, 4.95, 1.36], [-1.20, 3.55, 1.20], [0.00, 3.76, -0.74], [2.25, 4.28, 0.86], [2.04, 4.57, -0.84], [3.89, 3.03, -0.40], [2.66, 2.31, -1.43], [3.29, 0.74, 0.12], [-1.90, 3.37, -2.68], [-2.33, 2.12, -1.96], [-2.90, 2.19, -0.69], [-3.36, 1.04, -0.05], [-3.26, -0.19, -0.68], [-2.70, -0.27, -1.95], [-2.23, 0.88, -2.58], [-2.63, 3.65, -3.44], [-0.94, 3.23, -3.19], [-1.81, 4.22, -2.00], [-3.02, 3.15, -0.21], [-3.82, 1.12, 0.92], [-3.65, -1.08, -0.20], [-2.63, -1.22, -2.46], [-1.81, 0.81, -3.58], [0.10, -8.21, 1.66], [-0.20, -6.74, 1.59], [-1.26, -6.19, 2.35], [-1.61, -4.83, 2.38], [-2.75, -4.35, 3.24], [-0.87, -3.99, 1.60], [0.22, -4.48, 0.77], [0.53, -5.89, 0.81], [0.75, -3.56, 0.03], [1.77, -3.73, -0.97], [3.11, -4.23, -0.36], [4.16, -4.30, -1.47], [4.39, -2.91, -2.07], [3.08, -2.40, -2.67], [2.62, -3.35, -3.78], [2.39, -4.74, -3.18], [3.69, -5.26, -2.56], [1.30, -4.68, -2.10], [2.01, -2.34, -1.58], [-0.70, -8.76, 2.16], [1.02, -8.39, 2.21], [0.22, -8.63, 0.66], [-1.85, -6.88, 2.95], [-3.47, -5.14, 3.43], [-3.27, -3.52, 2.77], [-2.37, -4.00, 4.21], [-1.06, -2.93, 1.54], [1.35, -6.28, 0.22], [2.99, -5.21, 0.10], [3.42, -3.53, 0.42], [5.09, -4.67, -1.03], [5.17, -2.96, -2.83], [4.75, -2.22, -1.29], [3.23, -1.40, -3.09], [3.37, -3.41, -4.57], [1.69, -2.98, -4.23], [2.05, -5.43, -3.96], [4.46, -5.35, -3.33], [3.54, -6.26, -2.15], [1.11, -5.68, -1.71], [0.37, -4.30, -2.52], [1.07, -1.96, -1.98], [2.32, -1.66, -0.78]], "energy_ha": -1600.4461, "relative_energy_kcal_mol": 3.3, "charge": 2}

{"formula": "C31H47NO2P2RuS2", "method": "ωB97M-V with the def2-TZVPD basis set", "symbols": ["Ru", "C", "C", "C", "C", "C", "C", "H", "H", "H", "C", "H", "H", "H", "C", "H", "H", "H", "C", "H", "H", "H", "C", "H", "H", "H", "C", "C", "C", "C", "C", "C", "C", "C", "H", "H", "H", "H", "H", "H", "H", "H", "H", "H", "H", "H", "P", "P", "C", "C", "H", "H", "H", "H", "C", "H", "H", "H", "C", "H", "H", "H", "C", "H", "H", "H", "C", "H", "H", "H", "O", "S", "O", "N", "C", "S", "C", "C", "C", "C", "C", "C", "H", "H", "H", "H"], "positions_angstrom": [[-0.32, 0.42, -0.32], [-1.06, 2.40, 0.57], [-2.34, 1.67, 0.49], [-1.57, 1.51, 2.67], [-0.64, 2.29, 1.97], [-2.60, 1.11, 1.77], [-0.68, 3.55, -0.29], [-1.18, 3.53, -1.26], [0.41, 3.57, -0.45], [-0.95, 4.49, 0.21], [0.42, 3.12, 2.59], [1.18, 3.41, 1.86], [0.92, 2.58, 3.41], [0.01, 4.05, 3.03], [-1.58, 1.22, 4.13], [-2.46, 1.64, 4.63], [-0.69, 1.63, 4.61], [-1.58, 0.14, 4.33], [-3.81, 0.35, 2.17], [-4.44, 0.92, 2.87], [-3.54, -0.59, 2.67], [-4.43, 0.11, 1.30], [-3.36, 1.77, -0.59], [-4.26, 2.30, -0.24], [-3.67, 0.77, -0.92], [-2.98, 2.33, -1.45], [1.74, -1.06, -4.18], [1.01, 0.07, -4.53], [-0.08, 0.03, -5.57], [-1.10, -1.12, -5.36], [-1.28, -1.55, -3.93], [-0.55, -2.50, -3.34], [0.50, -3.29, -4.07], [1.54, -2.41, -4.80], [0.37, -0.07, -6.56], [-0.83, -1.98, -5.99], [-0.62, 0.99, -5.56], [1.28, -2.31, -5.86], [2.75, -0.92, -3.76], [1.49, 1.05, -4.43], [2.51, -2.92, -4.78], [1.03, -3.97, -3.38], [-0.89, -3.00, -2.43], [0.01, -3.94, -4.82], [-2.07, -0.76, -5.73], [-2.22, -1.20, -3.49], [1.09, 0.07, -2.12], [-0.80, -1.72, 0.19], [1.63, -1.64, -1.41], [0.78, -2.46, -0.38], [2.67, -1.54, -1.05], [1.67, -2.24, -2.32], [0.56, -3.45, -0.81], [1.41, -2.60, 0.51], [-1.21, -2.47, 1.77], [-2.03, -1.92, 2.24], [-0.33, -2.39, 2.42], [-1.51, -3.52, 1.66], [-2.32, -2.02, -0.75], [-2.48, -3.09, -0.91], [-2.26, -1.51, -1.72], [-3.17, -1.59, -0.19], [2.47, 1.26, -2.00], [2.12, 2.25, -1.66], [2.90, 1.38, -3.00], [3.25, 0.93, -1.30], [-0.39, 1.11, -2.70], [-1.16, 1.47, -1.99], [-0.96, 0.48, -3.38], [0.03, 1.99, -3.18], [1.69, -2.91, 5.03], [1.06, -1.65, 4.76], [-0.26, -1.39, 5.32], [1.05, -1.35, 3.11], [1.72, -0.29, 2.72], [1.69, 0.29, 1.07], [2.46, 0.34, 3.83], [3.30, 1.46, 3.87], [3.76, 1.95, 5.10], [3.39, 1.33, 6.30], [2.58, 0.19, 6.28], [2.14, -0.28, 5.04], [3.58, 1.92, 2.92], [4.42, 2.81, 5.12], [3.76, 1.71, 7.25], [2.29, -0.34, 7.18]], "energy_ha": -2988.1117, "relative_energy_kcal_mol": 0.0, "charge": 1, "multiplicity": 6}